Record 1
9
Properties=species:S:1:pos:R:3:forces:R:3 method="wB97M-V/def2-TZVPD" e_tot_ev=-18438.73360 mol_weight_da=105.1 e_lumo_ev=0.447 homo_lumo_gap_ev=9.8 smiles="O=CNS.N#N" total_charge=0 homo_energy_ev=-9.30
S 0.0974 -1.6313 -0.0397 0.97 1.34 -1.88
O 1.3776 0.8404 1.6426 0.41 0.07 -0.50
N 4.2089 0.9301 -0.7876 0.06 -0.58 0.19
N 0.7597 0.0154 -0.4058 -0.12 -0.69 0.46
N 4.2790 -0.1017 -0.4333 0.00 0.56 -0.20
C 1.2708 0.9597 0.4430 -1.30 -0.18 0.40
H -0.0635 -1.5445 1.2462 -0.05 0.66 1.22
H 0.5973 0.4038 -1.3227 -0.37 -0.65 -0.17
H 1.3928 1.9204 -0.1327 0.40 -0.53 0.49


Record 2
25
Properties=species:S:1:pos:R:3:forces:R:3 method="wB97M-V/def2-TZVPD" e_tot_ev=-13544.67039 mol_weight_da=154.2 e_lumo_ev=0.623 homo_lumo_gap_ev=8.5 total_charge=0 homo_energy_ev=-7.85
O 3.2001 1.0458 0.0347 2.01 2.28 -1.24
N 0.9480 1.7184 -0.3920 -2.71 -1.92 -1.22
N 0.5507 -0.0174 0.2889 4.33 2.87 0.17
C 2.9373 -0.1771 0.1573 -0.45 -1.24 0.93
C -1.6331 0.6334 0.3802 -1.40 -0.86 -2.33
C -3.1169 0.2057 0.3906 0.09 3.06 -0.29
C 2.0076 2.1064 0.2582 1.15 -1.52 0.65
C 4.0692 -1.1233 -0.0437 -1.24 -0.15 2.31
C -0.5971 -0.4622 0.3730 -1.84 3.34 -0.44
C 1.7411 -0.6940 0.5582 -0.81 -2.50 -0.95
C -3.6248 -0.2512 -0.9798 1.03 -2.19 2.48
H -4.0900 0.4206 -1.5642 -1.78 2.61 -1.79
H 1.6684 -1.8561 0.6710 -0.04 2.29 -0.19
H -0.6925 -1.4465 0.6103 -0.81 -2.88 0.66
H -1.4358 1.2993 -0.5045 -0.19 -0.67 0.79
H -3.6766 1.0839 0.9112 0.51 -1.53 -1.22
H 4.5719 -1.3011 0.9031 0.37 0.25 0.10
H 3.5875 -2.0319 -0.2647 -0.02 -1.40 -0.77
H -2.7763 -0.5842 -1.5332 0.68 -0.53 -0.54
H 1.9734 1.8951 1.3313 0.33 1.24 0.41
H 2.4490 3.0058 -0.2751 -0.78 -0.75 1.25
H -4.2739 -1.1138 -0.7955 -0.08 0.17 -0.45
H 4.7230 -0.7853 -0.7638 1.42 0.61 -1.59
H -3.2777 -0.6310 0.9746 0.01 -1.55 1.86
H -1.3931 1.2235 1.2093 0.22 0.97 1.44


Record 3
59
Properties=species:S:1:pos:R:3:forces:R:3 method="wB97M-V/def2-TZVPD" e_tot_ev=-117930.20429 mol_weight_da=769.5 e_lumo_ev="4.440 / 4.435" homo_lumo_gap_ev="5.3 / 5.8" total_charge=-2 s2=2.037 spin_multiplicity=3 homo_energy_ev="-0.85 / -1.35"
Pt 2.6952 -1.1688 0.0958 0.05 0.01 0.03
Se 2.1835 0.8539 -1.0609 -0.03 -0.11 0.03
F 4.4935 1.7015 1.2516 0.00 -0.01 0.02
F 4.1842 4.2506 2.5323 0.00 0.01 0.00
F 1.0314 3.8779 -1.1131 0.00 0.00 0.01
F 2.3191 5.8662 0.9677 -0.01 0.02 0.00
F 0.7140 2.9333 2.3706 0.00 0.00 0.00
O 3.6722 -2.6171 -1.4780 0.02 -0.09 0.05
O 3.3170 -3.2502 0.6107 0.04 0.03 -0.13
N -0.8898 -3.4267 -1.1837 0.04 -0.05 0.03
N -4.2732 0.4513 -3.3647 -0.02 0.03 0.05
N -2.0319 -1.9931 -2.4078 -0.05 -0.05 -0.03
N -3.0729 0.1058 -2.8491 0.00 0.02 0.00
N -4.7049 1.4976 -2.7600 0.05 -0.03 -0.03
C -2.3383 -1.0006 -3.4005 0.02 0.11 -0.06
C -1.5903 2.1143 -0.1425 -0.07 0.08 -0.02
C -1.6011 1.0521 -1.0097 0.00 0.05 -0.07
C -2.9544 -2.6538 -1.6228 0.00 0.04 -0.01
C -0.5024 -0.7879 1.9232 0.04 0.01 0.06
C 3.5228 2.5741 0.9394 -0.02 0.05 -0.01
C -2.7114 0.9732 -1.8599 0.04 -0.11 0.03
C -3.7458 2.9506 -0.9153 -0.03 -0.01 -0.02
C 3.3907 3.7979 1.5422 -0.02 -0.03 -0.01
C 1.0029 -2.6728 2.5534 -0.01 -0.01 -0.03
C 0.8656 -1.1512 2.5270 0.00 0.05 0.03
C 2.4788 2.3350 0.0462 0.00 -0.01 0.01
C 0.4605 -2.0561 -2.7647 0.01 0.04 -0.02
C -2.2249 -3.5232 -0.8767 -0.03 -0.06 0.04
C -0.7955 -2.4965 -2.1002 0.03 -0.04 0.03
C 1.9511 -0.4615 1.7315 -0.03 0.00 -0.02
C 3.7394 -3.4625 -0.5559 -0.03 0.09 0.02
C 2.1550 4.4805 1.1293 0.02 -0.05 0.02
C -2.6459 3.0586 -0.1017 0.05 -0.06 0.01
C 1.5552 3.5036 0.1273 -0.01 0.02 0.01
C 0.9214 -0.6064 3.9627 -0.01 -0.01 -0.02
C 0.8119 3.9204 1.3370 0.01 0.03 -0.01
C -3.7712 1.8727 -1.8156 -0.06 0.07 0.04
H 0.1167 -1.0365 4.5700 -0.01 0.00 -0.01
H -2.5783 -4.2063 -0.1214 0.00 0.01 0.00
H 1.9781 -2.9704 2.9433 -0.01 -0.01 -0.01
H -0.7484 2.2671 0.5183 0.01 -0.01 0.00
H -1.3171 -1.2250 2.5151 0.00 -0.01 -0.01
H -2.9625 -1.4056 -4.1970 -0.02 -0.02 0.01
H 1.8770 -0.8546 4.4314 0.00 0.00 -0.01
H -0.6285 0.2958 1.9089 -0.03 0.01 -0.04
H 4.1947 -4.4472 -0.7648 -0.01 0.00 -0.01
H -4.0019 -2.4075 -1.6508 0.00 0.01 0.00
H 1.3110 -2.3690 -2.1622 -0.01 -0.05 -0.02
H 0.2183 -3.1062 3.1850 0.00 -0.01 0.01
H 0.8134 0.4805 3.9609 0.00 0.00 0.00
H 1.9863 0.6112 1.9234 0.01 0.00 0.00
H -4.5563 3.6676 -0.8857 0.00 -0.01 0.00
H -0.7726 0.3562 -1.0352 0.00 0.00 -0.03
H -2.5452 3.8842 0.5907 0.00 0.01 -0.01
H 0.5487 -2.4947 -3.7630 0.02 0.01 0.00
H -0.5729 -1.1693 0.9025 -0.01 0.01 -0.01
H 0.9066 -3.0889 1.5493 0.01 -0.01 0.02
H 0.5192 -0.9697 -2.8568 0.01 0.00 0.04
H -1.3979 -0.6545 -3.8272 0.00 0.01 0.02


Record 4
130
Properties=species:S:1:pos:R:3:forces:R:3 method="wB97M-V/def2-TZVPD" e_tot_ev=-55066.59757 mol_weight_da=633.0 e_lumo_ev=0.319 homo_lumo_gap_ev=9.4 smiles=CCCCCC.CCCCCC.CCO.CCO.CCO.CCO.CCO.CCO.CCO.CCO.CCO.CCO total_charge=0 homo_energy_ev=-9.06
O -2.2025 -2.6538 -5.3705 1.32 -3.74 0.60
O 2.4805 -4.2288 3.9275 0.18 -1.87 0.12
O -2.1485 -6.3468 3.5415 1.10 -0.68 -0.78
O -2.7765 -3.5998 3.5055 1.19 1.99 -0.55
O 1.6525 -1.7588 4.6695 0.29 -1.13 0.60
O -4.3025 3.5232 -0.6035 -1.29 -3.56 -0.93
O 2.1415 -2.8308 -4.9965 1.87 1.75 -0.42
O 2.6295 -0.3868 -6.2465 -0.20 -1.19 0.23
O -2.8955 4.3442 -2.9425 -3.07 -2.42 3.53
O -4.9815 0.9582 0.9385 0.49 -1.63 3.83
C -2.6805 -1.8988 -4.2305 9.73 0.81 -1.77
C 3.8175 3.0122 2.5755 -3.71 -2.80 1.83
C -1.6785 -2.6308 3.5835 -2.65 -0.41 1.94
C 2.7585 0.6322 -4.0085 1.15 4.62 -4.65
C 3.0905 -4.8468 2.7735 -3.81 1.21 -2.20
C 1.1685 7.1802 1.9155 -1.27 -1.88 2.79
C 0.1555 1.1112 0.6385 -0.26 2.93 3.40
C 1.4035 6.1302 3.0185 4.30 0.91 0.32
C -1.1095 -5.5578 1.5575 2.44 0.28 2.81
C -0.0685 0.1572 -0.3695 -1.58 -1.35 -5.07
C -1.7185 -0.5878 -4.3795 -0.52 -1.28 -0.30
C -4.3425 -0.1788 0.2605 0.21 2.24 0.00
C 2.5565 5.1012 2.4895 -8.98 -1.16 -1.56
C -2.3955 -1.3388 3.8875 0.76 2.62 -4.01
C 2.7835 3.9282 3.2435 -0.75 -2.85 2.31
C 5.1325 3.5872 2.4025 1.81 -0.01 0.85
C -0.8865 2.2172 0.7305 -2.16 0.06 -0.72
C 0.6155 -2.1038 -1.5445 -1.08 2.24 -1.06
C -2.3445 3.1222 -3.4805 0.44 2.54 0.00
C 2.9035 -3.8908 1.6235 -5.46 -3.29 -1.09
C 1.1115 0.4242 4.7665 -5.98 -0.02 -2.01
C 3.3455 -3.3378 -4.3955 -3.54 -7.84 -13.44
C 3.1745 -4.9198 -4.0895 7.12 3.52 -0.82
C -4.0955 0.2042 -1.1945 -3.00 5.87 3.00
C -3.5865 5.5862 -0.0575 -9.56 3.14 4.49
C -4.2855 4.3062 0.5675 -1.58 2.71 -4.89
C 0.9775 -0.9198 -0.5095 -2.69 -2.61 0.29
C 2.2945 0.6992 -5.4085 -2.59 0.83 -0.88
C -1.0585 -6.6488 2.6375 -1.13 -1.34 -1.69
C -0.4205 -3.0718 -1.0075 5.14 2.44 6.86
C -2.0715 3.4702 -4.9165 1.85 -0.56 1.78
C 1.5385 -0.6348 3.8275 -1.13 -1.26 0.67
H -5.0815 0.6572 1.9845 0.38 1.32 -4.14
H 2.3505 4.9152 1.4125 -0.10 -0.19 0.53
H -0.4675 -5.8488 0.7865 1.53 -0.07 -1.20
H -3.5225 -1.5348 -4.4445 -7.27 1.90 -1.36
H -0.6555 3.1762 1.2705 -0.28 -1.44 0.27
H 1.9545 7.7892 1.8235 3.80 2.19 -0.04
H 2.4655 -0.1698 -3.6345 -2.98 -7.09 3.70
H 3.2155 -3.0018 1.7035 3.52 6.75 1.07
H -5.0445 0.4052 -1.7345 0.33 0.74 0.58
H -2.7115 5.2942 -0.3015 6.10 -1.44 -2.03
H -3.8675 -0.5728 -1.6485 2.61 -7.68 -4.06
H 3.2315 5.7142 2.5155 8.40 6.06 -0.01
H 3.2005 -5.3838 -5.0085 -0.36 -1.54 -1.76
H -0.0105 0.6502 1.5915 0.94 -0.79 0.84
H -2.7645 2.1482 -3.2795 -1.62 -0.02 -0.42
H 3.7025 2.0542 3.2305 1.21 1.34 -0.87
H -2.2145 -7.1718 4.0025 -0.68 -0.39 1.00
H -1.2115 -2.5588 -0.5675 -1.79 0.88 0.21
H 1.2245 6.6352 1.0075 -1.54 -0.05 -1.24
H 5.2115 4.3082 1.6035 -0.14 0.28 -0.24
H -3.2695 -1.0658 3.0885 2.19 -1.08 1.36
H -4.4745 2.5232 -0.4965 0.17 2.36 0.43
H -1.9885 1.7832 0.8425 2.23 1.00 0.53
H 1.8325 3.3802 3.5335 0.67 0.18 -1.17
H 1.9735 -0.3848 -6.9495 0.13 -0.25 -0.17
H -1.1355 -7.7788 2.1635 -0.44 2.72 0.80
H -3.2975 0.9082 -1.4855 -0.48 0.19 0.84
H 1.1125 1.5972 0.5935 0.80 -0.01 0.14
H -2.4765 -2.1778 -3.2435 -0.19 -1.47 1.29
H -1.6295 -0.4868 3.7305 -1.26 -1.00 0.59
H 3.5355 -3.0208 -3.6315 2.51 6.94 15.63
H -0.0345 -1.7488 -2.4615 1.99 0.32 1.36
H 5.8315 2.7722 2.1995 0.33 0.32 0.07
H 0.7195 1.3452 4.2995 0.12 -0.34 -0.60
H -4.2845 6.1182 -0.9355 2.15 -1.54 2.54
H 1.1815 0.8872 -5.2965 0.72 -0.75 -0.66
H -0.1145 0.5572 -1.4475 0.26 0.37 1.28
H 2.6675 -4.8208 4.6885 -0.33 0.69 -0.55
H -3.4025 3.9852 -2.0315 1.50 1.75 -2.95
H -2.0245 -5.6328 1.1375 -3.26 0.33 -1.15
H 4.0385 -5.0858 3.0315 3.20 -0.74 0.30
H 4.2765 -3.0118 -4.9025 -0.45 -0.95 -0.97
H 0.0955 -0.0418 5.1615 2.29 1.15 0.31
H -0.6205 -3.7538 -1.6435 -1.91 -4.70 -4.42
H -5.0435 -0.9608 0.3945 -0.42 -1.23 -0.46
H 3.1725 -4.2468 0.6525 0.35 -0.64 -0.47
H -2.0175 0.1052 -3.5855 0.16 0.56 -0.60
H 1.6945 6.5452 4.0815 -0.34 -0.55 -2.11
H -1.6615 -0.2498 -5.4705 -0.68 -0.03 1.71
H 3.0405 4.1602 4.2855 0.86 0.28 -0.13
H -3.3875 -0.4558 0.7055 0.03 0.09 0.37
H 4.1765 -5.2318 -3.4965 -2.13 0.57 -1.35
H -3.7075 3.8782 1.2135 4.30 -2.38 3.84
H 1.7195 -3.5108 1.4615 2.55 -1.86 0.70
H -5.1865 4.3782 1.1715 -0.97 0.58 -0.92
H 2.3035 1.4622 -3.6025 -0.41 1.85 1.63
H 1.5505 -2.5318 -1.9525 -0.64 -0.14 0.28
H -2.9015 3.9162 -5.2645 -3.57 0.85 -1.47
H 0.4595 7.9152 2.2755 -1.30 -0.39 -0.99
H -0.7075 -0.9298 -4.1635 0.09 0.02 0.11
H 2.6245 1.5132 -6.0035 0.62 1.55 0.27
H -0.8795 -4.5058 1.9375 -0.33 -1.63 -0.52
H 2.4625 -1.9458 -5.4125 -1.23 -1.73 0.60
H 2.5895 -5.6768 2.2095 -0.08 -0.49 2.03
H 2.2165 -2.4608 4.3005 -0.41 0.29 -0.08
H -1.5135 3.0502 -2.8665 2.75 -0.56 0.59
H -2.9195 -1.2328 4.7665 -0.62 -0.10 2.39
H -1.4055 4.3172 -5.0835 0.95 -0.60 0.43
H 3.7665 0.6092 -4.0335 3.56 0.49 0.58
H 2.4875 -0.4428 3.4625 1.84 0.60 -1.55
H -0.8465 -2.9238 4.2235 -0.60 -0.06 1.29
H 1.7725 0.8322 5.4165 2.17 0.15 2.50
H 5.3705 4.0772 3.3585 0.54 -0.03 -0.35
H 1.7995 -0.3598 -0.7475 2.61 0.88 -1.10
H 0.6465 5.4982 3.1755 -3.69 -1.90 0.57
H -1.0725 -2.4438 2.7695 0.49 -0.10 -3.17
H -3.6255 6.1632 0.9725 0.72 0.17 -2.44
H -0.9355 2.5562 -0.2645 -0.33 0.91 -1.67
H 3.3945 2.6292 1.6545 -0.16 0.20 -0.58
H 0.0565 -3.5948 -0.0605 -0.89 0.59 -1.72
H 2.4265 -5.1208 -3.4845 -3.93 -0.80 2.57
H -1.5385 -3.4838 -5.2275 -2.56 3.28 0.22
H 0.7785 -0.8938 3.0465 0.65 0.75 0.24
H -2.4215 -4.4528 3.6605 0.37 -1.60 0.23
H -0.1375 -6.7528 3.1575 0.95 0.55 0.68
H 1.1865 -1.3268 0.4895 -0.02 -0.40 -0.13
H -1.1165 -0.1138 -0.3135 -0.35 -1.10 0.40
H -1.8635 2.5652 -5.3985 0.73 -0.97 -1.48


Record 5
106
Properties=species:S:1:pos:R:3:forces:R:3 method="wB97M-V/def2-TZVPD" e_tot_ev=-118043.41065 mol_weight_da=1010.7 e_lumo_ev=-2.486 homo_lumo_gap_ev=9.3 total_charge=+1 homo_energy_ev=-11.81
S 2.8975 7.8300 -4.4756 0.06 0.01 0.02
F -2.9236 1.6703 -1.5709 -0.10 0.06 0.07
F 11.2844 5.0764 1.5616 0.05 0.00 -0.10
F -2.0547 -2.7853 4.7055 0.10 -0.02 0.07
F -5.5864 5.5505 -4.0767 0.08 -0.01 0.05
F -1.7001 -5.2922 0.4524 -0.31 0.11 -0.12
F -5.0676 -0.3500 3.0724 0.10 -0.01 0.01
F 1.2511 -1.5846 -0.8249 -0.04 0.19 0.09
F -5.4153 -5.9958 3.4614 -0.08 0.02 -0.05
O 1.2927 -4.5281 -1.0425 0.02 0.06 0.02
O -5.5532 2.1390 -3.6668 0.01 -0.12 0.05
O -6.2625 -7.9109 4.3007 0.10 -0.13 0.14
O -4.9144 -3.4772 6.2027 0.07 -0.01 -0.02
O -1.0504 -4.3100 3.3686 0.01 0.00 -0.13
O -0.2780 -6.3003 2.6612 0.17 -0.12 0.09
O 1.4408 -0.1541 -2.5594 -0.12 -0.03 -0.15
O -1.6259 -1.9519 0.6399 -0.08 0.02 0.04
O -4.1481 1.5531 -5.3254 0.06 0.01 0.05
O 3.5057 -0.6140 -3.2304 0.04 0.02 0.01
O -2.0322 -6.1754 4.0678 0.06 -0.03 -0.02
O 0.6570 -4.4518 -3.1922 -0.06 0.08 0.03
O -0.7521 -5.1912 -1.5918 0.04 -0.24 -0.11
O 3.4710 3.1124 0.8439 0.18 -0.01 -0.12
O 8.8112 3.3838 -0.1209 -0.03 -0.01 -0.02
O -7.3650 -9.8848 4.3222 -0.01 0.03 -0.01
O 7.7306 5.1165 -1.0643 -0.09 -0.09 0.11
O -5.2348 -2.1736 4.3907 -0.16 -0.10 0.02
O 2.4448 1.1815 -4.0749 0.04 0.17 0.25
O -4.8871 3.6791 -5.1220 -0.10 -0.09 -0.18
O -2.0529 0.1041 -0.1968 0.18 -0.02 0.06
O -5.0449 -1.2357 6.3973 0.01 -0.03 0.05
O 9.3514 5.4540 0.4586 -0.15 0.06 0.12
O -6.2977 -9.1716 2.4664 -0.05 -0.04 0.00
O -2.0772 -1.6624 -1.5469 0.01 -0.10 0.05
N 3.9881 4.1562 -1.5290 -0.18 0.24 -0.10
C -5.6939 -7.9359 2.0905 0.01 0.08 0.03
C -6.0197 3.3885 -3.1591 0.01 0.09 -0.02
C -6.7166 -9.0800 3.7527 -0.03 0.09 -0.08
C -4.7965 2.3691 -4.7638 0.07 0.09 0.13
C -1.9032 -1.2507 -0.2739 0.05 -0.01 -0.08
C 3.2412 5.1438 -3.8099 -0.02 0.04 -0.13
C 1.7104 -1.4748 -2.0910 0.08 -0.16 -0.12
C 4.6128 4.8803 -0.3658 0.04 0.11 -0.12
C -0.5772 -5.5793 -0.2352 0.26 0.02 0.15
C -2.2708 -3.8984 3.9628 -0.04 -0.10 -0.07
C -2.6389 -5.1044 4.8052 -0.18 0.15 0.14
C -2.5364 -0.5595 -2.3347 -0.03 0.09 0.01
C 2.3560 3.0921 -0.0222 0.00 -0.21 -0.07
C 0.5960 -4.7219 0.2028 -0.05 0.00 0.03
C 2.4664 0.2268 -3.3642 0.06 0.00 0.02
C 2.4039 6.3899 -3.4761 -0.10 -0.10 0.06
C 9.9963 3.2677 0.6822 0.06 0.06 0.00
C -5.0491 -2.4030 5.7230 0.12 0.05 -0.06
C 4.3700 4.8579 -2.8428 0.17 -0.16 -0.09
C 3.2236 -1.5354 -2.1655 -0.06 -0.01 0.06
C -5.9346 4.2801 -4.3870 0.00 -0.09 0.03
C 8.5549 4.6910 -0.3135 0.20 0.01 -0.17
C -5.0499 -0.1615 5.4562 0.03 0.02 -0.08
C 4.0496 4.3923 0.9758 -0.05 -0.05 0.07
C -5.6191 -0.8264 4.2141 -0.01 -0.02 0.11
C 10.0340 4.6158 1.3843 -0.09 -0.08 -0.03
C 0.4176 -4.7070 -2.0533 0.04 0.17 0.04
C 2.5341 3.9921 -1.2545 -0.32 -0.33 0.30
C -5.3043 -7.3527 3.4373 0.01 -0.12 -0.08
C -1.0401 -5.6653 3.3148 -0.10 0.11 -0.03
C -2.0646 0.6242 -1.5086 0.02 -0.13 -0.15
H 2.5015 6.6765 -2.4300 -0.01 -0.01 0.01
H -5.6437 0.6624 5.8380 -0.05 -0.05 0.05
H 4.3819 5.9330 -0.5204 0.01 0.03 0.02
H -6.4366 -7.2947 1.6121 0.04 0.04 -0.02
H 3.3291 5.1087 1.3839 -0.05 -0.02 -0.06
H 2.6133 4.2688 -3.9832 0.04 -0.05 0.09
H 5.1156 4.2146 -3.3047 -0.01 -0.06 0.01
H 9.5062 4.6523 2.3387 0.08 0.02 0.04
H 1.4236 3.3638 0.4833 0.09 0.09 0.10
H 2.1085 4.9804 -1.1024 0.07 0.05 -0.06
H 0.2316 -3.7613 0.5701 -0.02 -0.02 0.04
H -2.1853 -5.0373 5.7946 0.02 0.06 -0.01
H 10.8631 3.1625 0.0292 0.03 -0.01 0.04
H -0.3986 -6.6536 -0.1892 -0.09 -0.01 0.05
H -5.3312 3.7517 -2.3938 -0.03 0.03 0.02
H 4.8786 5.7796 -2.5666 -0.03 0.02 0.02
H -4.3032 -7.6208 3.7804 0.03 0.11 -0.01
H 9.9111 2.4147 1.3464 -0.09 0.00 0.01
H 3.6162 -2.5187 -2.4002 -0.02 0.02 -0.13
H 1.2005 -2.1967 -2.7291 -0.07 -0.03 0.09
H -1.0635 0.9825 -1.7583 -0.05 0.07 -0.05
H 5.6872 4.7583 -0.4740 0.01 -0.04 0.08
H 1.2432 -5.1973 0.9299 0.04 -0.05 -0.09
H -4.0243 0.1586 5.2649 -0.02 0.04 -0.03
H 3.6592 -1.1575 -1.2387 0.00 -0.06 0.03
H -6.8343 4.3062 -5.0036 -0.01 0.09 0.02
H 2.0272 3.4896 -2.0736 0.14 0.24 -0.27
H -3.7078 -5.2544 4.8941 0.01 -0.10 -0.05
H 3.7453 5.3176 -4.7617 -0.04 -0.03 -0.05
H 2.2630 2.0528 -0.3387 -0.04 -0.01 0.00
H -7.0177 3.2735 -2.7492 -0.03 -0.05 -0.07
H -3.6261 -0.5679 -2.3840 0.00 0.03 -0.04
H -2.9795 -3.6541 3.1702 -0.03 0.09 0.06
H -6.7052 -0.7773 4.1211 0.01 0.07 -0.08
H 3.1717 8.6422 -3.4532 0.02 0.11 0.02
H -2.1130 -0.6116 -3.3323 0.06 -0.03 0.02
H -4.8585 -8.1158 1.4214 0.02 -0.08 0.03
H 1.3465 6.1967 -3.6499 0.01 0.00 -0.04
H 4.3917 3.2205 -1.5795 -0.01 0.01 0.14
H 4.8584 4.2905 1.6956 -0.01 0.03 0.01